No. 1
Entry from OMol25: 3 unconnected molecules or ions with the total composition C6H20N2O2 in a non-equilibrium geometry (the ωB97M-V functional and the def2-TZVPD basis).

```
30
Properties=species:S:1:pos:R:3:nbo_charge:R:1
C -1.4966 2.5581 0.9386 -0.4225
N -0.2173 1.8405 0.9711 -0.6507
C -0.2336 0.4874 0.4177 -0.2396
C 0.0583 0.2972 -1.0541 -0.0549
N 1.5573 0.4066 -1.1695 -0.8437
C -0.4492 -1.0317 -1.6464 -0.2204
C -0.4127 -2.2080 -0.6829 -0.6103
C 0.1529 -1.2779 -3.0160 -0.6212
H -1.8949 2.4941 1.9510 0.1972
H -2.1538 2.2591 0.1240 0.1834
H -1.3181 3.6249 0.8394 0.2002
H 0.5427 2.3758 0.5685 0.3497
H -1.2409 0.1140 0.6118 0.1897
H 0.3911 -0.1468 1.0316 0.2049
H -0.3090 1.1415 -1.6423 0.1730
H 1.8420 0.4683 -2.1434 0.3515
H 1.7862 1.3389 -0.8508 0.3370
H -1.5119 -0.8208 -1.8066 0.1943
H -0.9390 -2.0392 0.2473 0.2091
H 0.6224 -2.4878 -0.5185 0.2176
H -0.8990 -3.0762 -1.1372 0.2096
H -0.2139 -0.5771 -3.7728 0.2119
H -0.3229 -2.1480 -3.4765 0.2192
H 1.2374 -1.3081 -3.0179 0.2115
O 2.2328 -1.0482 2.6394 -0.9181
H 2.9438 -0.8364 2.0156 0.4604
H 1.7303 -0.2331 2.5116 0.4596
O -0.3619 -0.1355 4.0245 -0.9429
H -0.9496 -0.6925 3.5134 0.4710
H -0.1729 0.6608 3.5296 0.4736
```

Computed properties:
gap between HOMO and LUMO: 9.8 eV
energy relative to the best compared isomer or geometry (same formula, charge and spin): 132.3 kJ/mol
lowest unoccupied orbital energy: 0.7 eV
HOMO level: -9.160 eV
SMILES string: CNC[C@@H](N)C(C)C.O.O


No. 2
Entry from OMol25: a molecular structure, C5H13N2O in a non-equilibrium geometry (the ωB97M-V functional and the def2-TZVPD basis).

```
21
Properties=species:S:1:pos:R:3:nbo_charge:R:1
N -2.2995 0.7009 -0.8676 -0.9006
C 0.4792 0.8551 -2.3658 -0.6384
C 0.9277 0.0209 -1.1673 -0.1908
N -0.0348 0.2100 -0.0209 -0.3505
C -0.0558 -1.7805 1.5102 -0.6602
C 0.2674 -0.3827 1.0908 0.2214
C 0.9390 0.5215 2.2026 0.2446
O 0.9907 0.1905 3.3439 -0.3712
H -0.5205 0.4696 -2.6219 0.2501
H -2.6431 1.6436 -1.0393 0.3741
H -1.1885 0.3458 -0.2934 0.4070
H 0.2049 1.8208 -1.9256 0.2252
H 1.1503 0.9486 -3.2086 0.2577
H 1.9334 0.2887 -0.8078 0.2103
H 0.8920 -1.0729 -1.2692 0.2455
H -3.1313 0.1440 -0.6793 0.3647
H -1.1327 -1.8266 1.7158 0.2805
H 0.2637 -2.5488 0.8093 0.2650
H 0.4803 -1.9384 2.4345 0.2702
H 1.5855 -0.1581 1.3075 0.2867
H 0.8919 1.5482 1.8521 0.2086
```

Computed properties:
gap between HOMO and LUMO: 4.6 eV
energy relative to the best compared isomer or geometry (same formula, charge and spin): 915.9 kJ/mol
lowest unoccupied orbital energy: -8.3 eV
total charge: +1
HOMO level: -12.977 eV


No. 3
Entry from OMol25: 2 unconnected molecules or ions with the total composition C2H2BrP in a non-equilibrium geometry (the ωB97M-V functional and the def2-TZVPD basis).

```
6
Properties=species:S:1:pos:R:3:nbo_charge:R:1
C 0.3520 -0.1641 0.6225 -0.3880
C 0.5186 0.0772 -0.6762 -0.3106
P 1.6348 -1.2845 -0.0463 0.4982
Br -2.8423 0.7803 -0.0802 -0.3106
H -0.0583 -0.0691 1.6581 0.2807
H 0.3952 0.6602 -1.4779 0.2302
```

Computed properties:
gap between HOMO and LUMO (spin up / spin down): 8.8 / 3.9 eV
energy relative to the best compared isomer or geometry (same formula, charge and spin): 275.6 kJ/mol
lowest unoccupied orbital energy (spin up / spin down): -1.2 / -3.4 eV
HOMO level (spin up / spin down): -9.949 / -7.377 eV


- Which of these has the lowest energy relative to the best compared isomer or geometry (same formula, charge and spin)?
  C6H20N2O2